Record 1
The following is a quantum chemistry calculation of a structure of composition C30H25ClN3O4SW, from the Open Molecules 2025 dataset.

Geometry (Å):
W: -0.07 -0.29 -0.43
O: -1.01 -2.67 6.22
C: -1.97 -2.39 5.48
O: -3.20 -2.43 5.68
C: -1.57 -1.93 4.07
C: -2.45 -1.20 3.27
C: -2.06 -0.77 2.03
N: -0.84 -1.01 1.53
C: 0.02 -1.70 2.30
C: -0.30 -2.17 3.55
C: 1.42 -1.75 1.75
O: 2.28 -2.45 2.24
O: 1.60 -0.94 0.73
H: -3.45 -1.01 3.65
H: -2.73 -0.21 1.39
H: 0.44 -2.69 4.14
C: -0.02 -2.50 -2.83
N: 0.65 -2.31 -1.53
C: 0.54 -3.57 -0.77
C: 2.10 -2.08 -1.80
C: 2.35 -0.69 -2.30
C: 3.36 -0.45 -3.23
C: 3.68 0.86 -3.58
C: 2.97 1.90 -3.01
C: 1.93 1.64 -2.13
C: 1.58 0.34 -1.76
H: 0.45 -3.33 -3.36
H: 0.08 -1.60 -3.43
H: -1.07 -2.73 -2.67
H: 0.96 -4.38 -1.36
H: -0.51 -3.78 -0.56
H: 1.10 -3.49 0.16
H: 2.47 -2.85 -2.48
H: 2.60 -2.20 -0.84
H: 3.91 -1.28 -3.65
H: 4.47 1.05 -4.30
H: 3.22 2.93 -3.27
H: 1.38 2.48 -1.73
S: -1.23 3.98 0.96
C: -0.37 3.29 2.29
C: -0.14 3.86 3.54
C: 0.60 3.13 4.45
C: 1.13 1.89 4.10
C: 0.90 1.33 2.86
C: 0.12 2.03 1.95
N: -0.26 1.62 0.65
C: -0.94 2.56 0.04
C: -1.34 2.36 -1.34
C: -1.96 3.37 -2.08
C: -2.23 3.15 -3.42
C: -1.86 1.92 -3.98
C: -1.26 0.94 -3.22
C: -0.98 1.11 -1.85
H: -0.54 4.83 3.79
H: 0.79 3.54 5.44
H: 1.73 1.34 4.82
H: 1.35 0.39 2.59
H: -2.22 4.32 -1.63
H: -2.70 3.91 -4.02
H: -2.04 1.75 -5.03
H: -0.99 0.02 -3.71
Cl: -2.74 -2.62 -0.46
C: -2.09 -0.99 -1.06
H: -2.87 -0.30 -0.75
H: -2.17 -1.08 -2.13

The calculation puts the energy relative to the best compared isomer or geometry (same formula, charge and spin) at 0.000 eV. Its charge is -1. As for the max |F|: 0.73 eV/A. Its multiplicity is 3. Its expectation value of S² is 2.018. As for the HOMO energy (spin up / spin down): -5.136 / -5.398 eV. The calculated total energy comes out at -69363.249 eV. The value obtained for the HOMO-LUMO gap (spin up / spin down) is 6.928 / 6.889 eV.

Löwdin atomic charge list, values in e, 8 entries: atom 1 (W): 1.58, atom 2 (O): -0.04, atom 3 (C): -0.70, atom 4 (O): -0.05, atom 5 (C): -0.08, atom 6 (C): 0.02, atom 7 (C): -0.15, atom 8 (N): -0.05


Record 2
The following is a quantum chemistry calculation of the ion C4H11N2O with charge +2, from the Open Molecules 2025 dataset.

Geometry (Å):
N: 0.50 2.05 -1.95
C: 1.21 1.02 -1.08
C: 0.15 0.06 -0.53
N: 0.16 -0.37 0.78
C: -0.84 -1.26 1.33
C: -0.48 -1.82 2.67
O: -0.86 -0.07 -1.17
H: -0.42 1.61 -2.14
H: 0.98 2.04 -2.86
H: 0.60 3.03 -1.65
H: 1.80 0.42 -1.77
H: 1.85 1.47 -0.33
H: 0.97 -0.22 1.37
H: -1.74 -0.60 1.27
H: -1.05 -1.98 0.51
H: 0.43 -2.42 2.55
H: -1.29 -2.41 3.06
H: -0.18 -1.05 3.39

The calculation puts the energy relative to the best compared isomer or geometry (same formula, charge and spin) at 0.864 eV. Its charge is +2. As for the max |F|: 2.41 eV/A. Its multiplicity is 2. Its expectation value of S² is 0.762. As for the HOMO energy (spin up / spin down): -20.568 / -20.742 eV. The calculated total energy comes out at -9334.067 eV. The value obtained for the HOMO-LUMO gap (spin up / spin down) is 12.161 / 7.507 eV.

Löwdin atomic charge list, values in e, 8 entries: atom 1 (N): 0.24, atom 2 (C): 0.01, atom 3 (C): -0.35, atom 4 (N): 0.25, atom 5 (C): -0.13, atom 6 (C): -0.01, atom 7 (O): 0.21, atom 8 (H): 0.17


Record 3
The following is a quantum chemistry calculation of a structure of composition C20H30MnN4O7S2, from the Open Molecules 2025 dataset.

Geometry (Å):
Mn: -0.36 1.27 -0.30
O: -2.69 4.00 0.20
S: -1.94 3.49 1.35
O: -1.77 4.38 2.46
O: -0.66 2.81 1.02
C: -3.13 2.33 2.08
C: -3.97 3.01 2.95
C: -4.85 2.31 3.81
C: -4.99 0.94 3.66
C: -4.26 0.26 2.69
C: -3.36 0.93 1.89
S: -2.46 -0.16 0.71
O: -2.45 0.69 -0.54
O: -3.17 -1.41 0.60
O: -1.02 -0.22 1.19
H: -4.00 4.12 2.91
H: -5.39 2.83 4.58
H: -5.58 0.34 4.34
H: -4.40 -0.79 2.40
C: -0.91 0.56 -5.04
C: -1.63 1.45 -4.02
C: -2.19 2.72 -4.67
C: -2.74 0.67 -3.35
N: -0.54 1.80 -3.11
N: -0.82 2.61 -2.01
H: -1.67 0.19 -5.73
H: -0.42 -0.29 -4.57
H: -0.19 1.15 -5.66
H: -2.94 2.42 -5.39
H: -1.42 3.24 -5.22
H: -2.59 3.44 -3.97
H: -3.37 0.22 -4.13
H: -3.40 1.32 -2.76
H: -2.31 -0.10 -2.71
H: 0.24 2.12 -3.67
H: -1.82 2.87 -1.93
H: -0.21 3.42 -1.94
C: 4.06 -1.26 3.11
C: 2.95 -2.30 3.02
N: 3.10 -3.24 1.91
C: 2.96 -4.66 2.25
C: 4.31 -5.34 2.47
C: 3.29 -2.92 0.56
O: 3.58 -3.83 -0.23
C: 3.02 -1.52 0.00
C: 3.76 -1.25 -1.19
C: 3.48 -0.11 -1.91
C: 2.48 0.76 -1.46
N: 1.67 0.45 -0.43
C: 2.02 -0.61 0.41
H: 3.91 -0.59 3.96
H: 4.10 -0.67 2.16
H: 5.03 -1.79 3.21
H: 1.90 -1.87 2.96
H: 2.99 -2.95 3.89
H: 2.46 -5.23 1.50
H: 2.29 -4.67 3.13
H: 4.87 -5.24 1.57
H: 4.15 -6.40 2.70
H: 4.88 -4.87 3.31
H: 4.47 -2.00 -1.53
H: 3.97 0.19 -2.81
H: 2.28 1.68 -1.99
H: 1.44 -0.72 1.33

Its charge is 0. As for the max |F|: 2.16 eV/A. Its multiplicity is 6. Its expectation value of S² is 8.754. As for the HOMO energy (spin up / spin down): -8.484 / -8.946 eV. The calculated total energy comes out at -94511.212 eV. The value obtained for the HOMO-LUMO gap (spin up / spin down) is 7.867 / 8.244 eV.

Löwdin atomic charge list, values in e, 8 entries: atom 1 (Mn): 0.89, atom 2 (O): -0.32, atom 3 (S): 0.49, atom 4 (O): -0.31, atom 5 (O): -0.41, atom 6 (C): -0.20, atom 7 (C): -0.06, atom 8 (C): -0.05


Record 4
The following is a quantum chemistry calculation of a cluster of 3 separate species, C40H69N5O2S in total, from the Open Molecules 2025 dataset.

Geometry (Å):
H: 1.14 2.18 2.23
N: 0.62 2.46 3.08
C: -0.20 3.38 2.70
N: -0.22 3.81 1.30
N: -1.04 3.95 3.74
C: -2.44 4.16 3.30
C: -3.37 2.85 3.48
C: -4.64 3.05 2.56
C: -5.17 1.73 1.85
C: -4.05 0.86 1.19
C: -3.47 -0.31 2.02
C: -4.02 -0.50 3.49
C: -2.43 -1.22 1.51
C: -1.80 -2.39 2.34
C: -1.57 -3.71 1.53
C: -0.21 -4.30 1.57
C: 0.11 -5.58 0.87
C: -1.02 -6.22 0.16
C: -2.38 -5.63 0.09
C: -2.67 -4.36 0.78
C: -1.94 -0.99 0.11
N: -1.01 -1.68 -0.62
S: -0.85 -1.03 -2.15
N: -1.94 0.22 -1.93
C: -2.52 0.18 -0.70
C: -3.57 1.13 -0.18
C: -4.18 2.33 -0.97
C: -3.27 2.89 -2.13
C: -1.93 3.53 -1.59
C: -1.14 4.28 -2.75
C: -0.19 3.31 -3.55
C: 1.11 2.87 -2.74
C: 1.93 4.16 -2.34
C: 3.36 3.74 -1.74
C: 3.20 3.42 -0.20
C: 3.25 1.85 0.14
C: 4.67 1.33 -0.34
C: 5.17 0.02 0.40
C: 5.05 0.07 1.98
H: -1.12 3.47 0.93
H: -0.29 4.84 1.30
H: -1.09 3.27 4.51
H: -2.47 4.54 2.24
H: -2.93 4.97 3.92
H: -3.61 2.82 4.59
H: -2.76 1.93 3.27
H: -5.48 3.40 3.24
H: -4.48 3.90 1.83
H: -5.84 2.07 1.00
H: -5.84 1.17 2.55
H: -3.71 -1.48 3.94
H: -3.61 0.30 4.19
H: -5.14 -0.45 3.55
H: -0.78 -2.04 2.71
H: -2.38 -2.67 3.26
H: 0.61 -3.77 2.14
H: 1.13 -6.04 0.91
H: -0.80 -7.20 -0.34
H: -3.20 -6.15 -0.47
H: -3.66 -3.86 0.79
H: -5.19 2.10 -1.41
H: -4.34 3.20 -0.26
H: -3.84 3.72 -2.65
H: -3.08 2.12 -2.94
H: -2.23 4.31 -0.82
H: -1.23 2.79 -1.12
H: -1.91 4.72 -3.46
H: -0.60 5.15 -2.27
H: -0.77 2.36 -3.76
H: 0.14 3.71 -4.56
H: 0.83 2.26 -1.84
H: 1.75 2.23 -3.43
H: 2.03 4.81 -3.25
H: 1.40 4.79 -1.56
H: 4.09 4.59 -1.95
H: 3.71 2.86 -2.36
H: 4.04 3.89 0.39
H: 2.23 3.82 0.23
H: 2.39 1.32 -0.35
H: 3.11 1.78 1.25
H: 4.57 1.07 -1.44
H: 5.39 2.19 -0.25
H: 6.25 -0.12 0.13
H: 4.63 -0.89 -0.01
H: 5.01 1.13 2.37
H: 4.10 -0.44 2.28
H: 5.90 -0.51 2.43
C: 0.17 0.21 -5.65
C: -0.62 -0.81 -6.44
O: -0.62 -0.57 -7.84
C: 0.64 -0.59 -8.49
C: 1.36 -1.93 -8.38
H: -0.17 1.23 -5.89
H: 0.06 0.04 -4.58
H: 1.24 0.17 -5.89
H: -1.67 -0.78 -6.12
H: -0.27 -1.83 -6.23
H: 1.27 0.22 -8.12
H: 0.45 -0.38 -9.54
H: 1.64 -2.15 -7.35
H: 2.27 -1.92 -8.98
H: 0.71 -2.74 -8.72
C: 4.76 -4.89 4.70
C: 3.42 -4.66 4.02
O: 2.85 -5.84 3.47
C: 2.57 -6.89 4.38
C: 1.55 -6.51 5.45
H: 5.45 -5.38 4.02
H: 5.19 -3.93 5.01
H: 4.66 -5.52 5.58
H: 3.55 -3.97 3.19
H: 2.70 -4.19 4.71
H: 3.49 -7.27 4.83
H: 2.16 -7.71 3.79
H: 1.95 -5.74 6.12
H: 1.29 -7.38 6.05
H: 0.65 -6.11 4.99

Its charge is 0. As for the max |F|: 4.29 eV/A. The structure (SMILES) is [H]/N=C(\N)NCCCCc1c(C)c(Cc2ccccc2)c2nsnc2c1CCCCCCCCCCCCC.CCOCC.CCOCC. As for the HOMO energy: -8.325 eV. The calculated total energy comes out at -64974.949 eV. The value obtained for the HOMO-LUMO gap is 7.593 eV.

Löwdin atomic charge list, values in e, 8 entries: atom 1 (H): 0.02, atom 2 (N): 0.12, atom 3 (C): -0.49, atom 4 (N): 0.09, atom 5 (N): 0.01, atom 6 (C): -0.22, atom 7 (C): -0.18, atom 8 (C): -0.18


Record 5
The following is a quantum chemistry calculation of a cluster of 2 separate species, C2H5IN in total, from the Open Molecules 2025 dataset.

Geometry (Å):
C: 0.32 0.44 0.09
C: -1.16 -1.15 -0.20
N: 1.59 0.81 -0.03
I: -2.80 0.12 0.17
H: -0.40 1.23 0.60
H: -0.84 -1.74 0.67
H: -1.05 -1.75 -1.13
H: 2.32 0.27 -0.36
H: 2.03 1.77 0.19

The calculation puts the energy relative to the best compared isomer or geometry (same formula, charge and spin) at 2.353 eV. Its charge is +1. As for the max |F|: 4.90 eV/A. Its multiplicity is 3. Its expectation value of S² is 2.015. As for the HOMO energy (spin up / spin down): -11.333 / -14.547 eV. The calculated total energy comes out at -11731.698 eV. The value obtained for the HOMO-LUMO gap (spin up / spin down) is 6.584 / 5.959 eV.

Löwdin atomic charge list, values in e, 8 entries: atom 1 (C): 0.02, atom 2 (C): -0.58, atom 3 (N): 0.12, atom 4 (I): 1.12, atom 5 (H): 0.05, atom 6 (H): 0.01, atom 7 (H): 0.01, atom 8 (H): 0.09


Record 6
The following is a quantum chemistry calculation of a structure of composition C26H33ClN2O2STl, from the Open Molecules 2025 dataset.

Geometry (Å):
Tl: 0.13 0.60 0.77
Cl: -0.34 0.07 -1.77
N: 2.12 -1.15 0.08
N: -2.04 2.11 0.04
C: 3.31 -0.63 0.00
C: -1.58 3.21 -0.47
C: 2.19 -2.52 -0.46
C: 3.69 -2.79 -0.43
C: 1.67 -2.59 -1.88
C: 1.38 -3.46 0.43
H: 2.31 -1.99 -2.54
H: 0.66 -2.17 -1.93
H: 1.68 -3.63 -2.21
H: 1.80 -3.46 1.44
H: 1.44 -4.47 0.02
H: 0.33 -3.14 0.46
C: -3.41 1.88 -0.48
C: -3.69 3.18 -1.23
C: -4.37 1.64 0.68
C: -3.47 0.70 -1.43
H: -2.74 0.82 -2.24
H: -4.49 0.65 -1.84
H: -3.24 -0.24 -0.91
H: -4.37 2.52 1.33
H: -4.07 0.76 1.26
H: -5.38 1.49 0.29
O: -2.41 3.85 -1.31
H: -4.38 3.84 -0.68
H: -4.04 3.04 -2.26
O: 4.29 -1.46 -0.37
H: 4.09 -3.30 -1.31
H: 4.00 -3.32 0.49
C: 3.64 0.81 0.26
C: -0.25 3.84 -0.19
C: 0.89 3.15 -0.88
H: -0.10 3.77 0.90
H: -0.31 4.89 -0.48
C: 1.63 2.19 -0.23
C: 2.82 1.67 -0.65
H: -1.52 -1.02 1.97
C: 3.16 1.91 -2.01
C: 2.33 2.72 -2.78
C: 4.37 1.26 -2.59
C: 1.22 3.38 -2.24
H: 2.56 2.87 -3.84
C: 0.39 4.30 -3.07
H: 0.71 4.25 -4.11
H: 0.50 5.34 -2.73
H: -0.67 4.05 -3.00
H: 5.28 1.48 -2.01
H: 4.52 1.59 -3.62
H: 4.26 0.16 -2.60
H: 4.71 0.96 0.14
H: 3.35 1.02 1.31
S: -2.28 -0.86 3.10
C: -2.15 -2.48 3.73
C: -2.66 -3.58 3.01
C: -2.53 -4.86 3.53
C: -1.91 -5.06 4.77
C: -1.44 -3.97 5.51
C: -1.56 -2.68 4.99
H: -3.15 -3.39 2.05
H: -2.91 -5.71 2.96
H: -1.79 -6.08 5.16
H: -0.97 -4.12 6.48
H: -1.21 -1.81 5.55

The calculation puts the energy relative to the best compared isomer or geometry (same formula, charge and spin) at 0.000 eV. Its charge is -1. As for the max |F|: 2.97 eV/A. As for the HOMO energy: -2.747 eV. The calculated total energy comes out at -62625.552 eV. The value obtained for the HOMO-LUMO gap is 5.338 eV.

Löwdin atomic charge list, values in e, 8 entries: atom 1 (Tl): 0.53, atom 2 (Cl): -0.03, atom 3 (N): 0.10, atom 4 (N): 0.09, atom 5 (C): -0.37, atom 6 (C): -0.37, atom 7 (C): -0.57, atom 8 (C): -0.08


Record 7
The following is a quantum chemistry calculation of a structure of composition C28H56AsKN2O10P2S4Si2, from the Open Molecules 2025 dataset.

Geometry (Å):
K: -0.14 -2.56 -0.25
C: 0.13 0.14 4.39
C: -0.11 -1.19 3.65
S: -1.54 -1.26 2.59
C: -2.99 -1.29 3.67
C: -3.72 0.03 3.99
S: -4.14 1.12 2.60
C: -4.15 2.72 3.50
C: -2.75 3.18 3.78
S: -1.77 3.67 2.34
C: -0.28 4.04 3.22
C: 0.31 2.95 4.08
S: 0.42 1.36 3.14
H: 0.95 0.10 5.11
H: -0.84 0.39 4.87
H: -0.20 -2.04 4.33
H: 0.70 -1.51 3.02
H: -2.78 -1.96 4.48
H: -3.61 -1.96 3.16
H: -3.13 0.65 4.70
H: -4.62 -0.23 4.51
H: -4.68 2.52 4.44
H: -4.67 3.44 2.84
H: -2.23 2.38 4.31
H: -2.73 3.99 4.52
H: -0.46 4.88 3.84
H: 0.54 4.25 2.50
H: -0.36 2.83 4.93
H: 1.30 3.18 4.43
O: -3.91 -4.08 1.39
C: -3.16 -3.50 0.59
O: -2.02 -3.90 0.25
C: -3.63 -2.17 0.16
C: -4.93 -1.75 0.54
C: -5.48 -0.72 -0.09
C: -4.75 -0.04 -1.03
C: -3.43 -0.33 -1.16
N: -2.88 -1.37 -0.57
H: -5.52 -2.33 1.25
H: -6.48 -0.42 0.19
H: -5.18 0.77 -1.63
H: -2.74 0.23 -1.78
C: -3.07 0.15 -7.27
C: -2.43 1.43 -6.92
O: -3.51 2.40 -6.83
P: -1.61 1.44 -5.26
O: -0.17 0.86 -5.38
O: -2.56 0.43 -4.38
O: -1.79 2.89 -4.79
P: -1.24 1.95 -8.28
O: -0.67 3.34 -7.69
O: -1.72 2.02 -9.65
O: -0.08 0.83 -8.28
H: -4.03 0.10 -6.89
H: -2.53 -0.79 -7.01
H: -3.11 0.06 -8.37
H: -3.28 3.05 -6.15
H: 0.14 0.51 -7.43
H: -2.03 -0.35 -4.16
H: -0.98 3.47 -6.77
O: 4.10 5.20 -1.08
C: 3.06 4.61 -1.21
C: 2.19 4.22 -0.04
C: 2.17 2.67 0.20
C: 1.05 1.93 -0.59
C: 1.16 2.02 -2.06
C: 1.31 3.47 -2.57
N: 2.62 4.10 -2.37
H: 1.11 4.45 -0.12
H: 2.69 4.77 0.78
H: 1.97 2.37 1.22
H: 3.11 2.21 -0.08
H: 0.08 2.44 -0.32
H: 0.97 0.90 -0.28
H: 0.26 1.62 -2.51
H: 1.92 1.36 -2.48
H: 0.50 4.04 -2.13
H: 1.23 3.45 -3.66
H: 3.25 4.14 -3.15
C: 5.03 -3.78 3.42
Si: 3.32 -2.98 3.15
C: 2.13 -4.52 3.59
C: 3.04 -1.67 4.50
As: 2.97 -2.10 1.12
Si: 3.97 -3.60 -0.29
C: 2.91 -3.48 -1.93
C: 3.95 -5.47 0.19
C: 5.65 -3.11 -0.92
H: 5.04 -4.15 4.44
H: 5.82 -3.07 3.42
H: 5.28 -4.57 2.71
H: 2.29 -4.88 4.61
H: 2.25 -5.31 2.82
H: 1.08 -4.18 3.51
H: 2.35 -1.97 5.27
H: 2.65 -0.75 4.04
H: 4.00 -1.47 4.92
H: 1.93 -4.04 -1.86
H: 3.46 -3.97 -2.78
H: 2.74 -2.42 -2.13
H: 2.99 -5.92 0.04
H: 4.22 -5.66 1.19
H: 4.66 -5.97 -0.51
H: 5.51 -2.05 -1.18
H: 5.86 -3.66 -1.92
H: 6.48 -3.23 -0.22

Its charge is -2. As for the max |F|: 3.60 eV/A. As for the HOMO energy: -2.378 eV. The calculated total energy comes out at -208248.767 eV. The value obtained for the HOMO-LUMO gap is 5.559 eV.

Löwdin atomic charge list, values in e, 8 entries: atom 1 (K): 0.59, atom 2 (C): -0.54, atom 3 (C): -0.58, atom 4 (S): 0.88, atom 5 (C): -0.49, atom 6 (C): -0.51, atom 7 (S): 0.86, atom 8 (C): -0.53


Record 8
The following is a quantum chemistry calculation of the molecule C9H8N2, from the Open Molecules 2025 dataset.

Geometry (Å):
C: -1.82 0.58 0.97
C: -1.80 -0.73 0.96
C: -1.19 -1.15 -0.40
N: -1.70 -0.03 -1.28
C: -1.17 1.04 -0.35
C: 0.28 0.62 -0.19
C: 1.46 1.34 -0.01
C: 2.64 0.61 0.08
N: 2.70 -0.79 0.09
C: 1.55 -1.42 0.01
C: 0.29 -0.77 -0.21
H: -2.07 1.19 1.82
H: -1.98 -1.45 1.75
H: -1.42 -2.15 -0.76
H: -1.14 0.04 -2.12
H: -1.34 2.07 -0.62
H: 1.46 2.41 0.05
H: 3.59 1.07 0.22
H: 1.65 -2.48 -0.01

The calculation puts the energy relative to the best compared isomer or geometry (same formula, charge and spin) at 2.098 eV. Its charge is 0. As for the max |F|: 2.84 eV/A. The structure (SMILES) is C1=C[C@H]2N[C@@H]1c1ccncc12. As for the HOMO energy: -8.812 eV. The calculated total energy comes out at -12441.089 eV. The value obtained for the HOMO-LUMO gap is 9.509 eV.

Löwdin atomic charge list, values in e, 8 entries: atom 1 (C): -0.04, atom 2 (C): -0.03, atom 3 (C): -0.20, atom 4 (N): 0.04, atom 5 (C): -0.22, atom 6 (C): -0.16, atom 7 (C): -0.01, atom 8 (C): -0.11